Entry 1:
{
  "formula": "C35H58InN4P2Si2",
  "method": "ωB97M-V with the def2-TZVPD basis set",
  "energy_ev": -82701.4007,
  "e_above_lowest_kj_mol": 0.0,
  "gap_ha": [0.1773, 0.1779],
  "charge": 1,
  "e_homo_ev": [-8.8, -8.8],
  "species": ["In", "C", "Si", "C", "C", "N", "C", "C", "C", "C", "C", "C", "N", "Si", "C", "C", "C", "H", "H", "H", "H", "H", "H", "H", "H", "H", "H", "H", "H", "H", "H", "H", "H", "H", "H", "H", "H", "H", "H", "C", "C", "C", "P", "C", "C", "C", "C", "C", "C", "H", "H", "H", "H", "H", "H", "H", "H", "H", "H", "H", "H", "H", "H", "H", "H", "H", "H", "H", "H", "H", "C", "P", "C", "C", "C", "C", "C", "C", "C", "H", "H", "H", "H", "H", "H", "H", "H", "H", "H", "H", "N", "C", "C", "C", "C", "N", "C", "C", "H", "H", "H", "H"],
  "coordinates": [[-0.270479, 0.136490, -0.274007], [-2.277674, -4.056618, -1.446966], [-1.622969, -2.926584, -0.129382], [0.234185, -3.108947, -0.007793], [-2.301246, -3.353532, 1.544094], [-1.905629, -1.246951, -0.580364], [-3.086050, -0.608204, -0.521824], [-4.330732, -1.275960, -0.323118], [-5.508908, -0.595660, -0.267839], [-5.523291, 0.817904, -0.372244], [-4.358577, 1.505705, -0.531198], [-3.101295, 0.840314, -0.640566], [-1.933098, 1.483592, -0.813257], [-1.700495, 3.232868, -0.766491], [0.152711, 3.490811, -0.737932], [-2.399311, 4.013168, -2.302957], [-2.443625, 4.063707, 0.720376], [-1.897037, -5.072380, -1.308620], [-1.979599, -3.713125, -2.441252], [-3.368795, -4.109566, -1.431410], [0.507318, -4.166312, 0.057816], [0.608992, -2.620499, 0.899016], [0.768344, -2.691317, -0.866506], [-1.982758, -4.365446, 1.812867], [-3.390586, -3.324573, 1.599041], [-1.906750, -2.670215, 2.302778], [-4.330498, -2.356768, -0.255704], [-6.440115, -1.133000, -0.145341], [-6.465026, 1.348949, -0.328461], [-4.380961, 2.584209, -0.618699], [0.668761, 2.882522, -1.489833], [0.574932, 3.246803, 0.242571], [0.398348, 4.536753, -0.944002], [-1.962597, 3.609885, -3.219051], [-2.204517, 5.089303, -2.291504], [-3.480951, 3.873911, -2.367351], [-2.180541, 3.558653, 1.650048], [-3.532514, 4.117868, 0.673532], [-2.066830, 5.089228, 0.780642], [2.747954, 1.440638, -3.081300], [3.409457, 1.384632, -1.703136], [4.928284, 1.298233, -1.864547], [2.628230, 0.108673, -0.613133], [3.492557, -1.514541, -0.737778], [3.386258, -2.047718, -2.171695], [4.930927, -1.624565, -0.228296], [2.879680, 0.742663, 1.106871], [4.196624, 1.454059, 1.418208], [2.586969, -0.363314, 2.123232], [3.146666, 2.282102, -3.651459], [1.672261, 1.562754, -3.006375], [2.942398, 0.530464, -3.654188], [3.163363, 2.316037, -1.179904], [5.206026, 0.441821, -2.480361], [5.460001, 1.228238, -0.918947], [5.281280, 2.194383, -2.379780], [2.865522, -2.145030, -0.100537], [4.102348, -1.548739, -2.827614], [2.393743, -1.903029, -2.598742], [3.610429, -3.115500, -2.192550], [5.632474, -1.089188, -0.864174], [5.222691, -2.677352, -0.233856], [5.047421, -1.262116, 0.790535], [2.077945, 1.487244, 1.192274], [5.060517, 0.802303, 1.296105], [4.185247, 1.787294, 2.458546], [4.346171, 2.336811, 0.796607], [3.389782, -1.102211, 2.151416], [1.653093, -0.886070, 1.905477], [2.494744, 0.059256, 3.126162], [-0.267668, 1.787213, 3.169937], [-0.970580, 0.121938, 2.841158], [-2.766218, 0.473875, 2.877252], [-0.661313, -0.693988, 4.441368], [0.031672, -1.902743, 4.452759], [0.323705, -2.541574, 5.652406], [-0.077161, -1.972375, 6.851279], [-0.773851, -0.769326, 6.851382], [-1.064476, -0.135182, 5.653975], [-0.848874, 2.328746, 3.918989], [-0.245991, 2.374593, 2.253009], [0.755570, 1.680609, 3.533015], [-3.067463, 0.919715, 3.827033], [-3.331481, -0.445351, 2.719515], [-3.012927, 1.164705, 2.070075], [0.340446, -2.351329, 3.514388], [0.860180, -3.481597, 5.649160], [0.148820, -2.464989, 7.788152], [-1.091094, -0.326388, 7.786696], [-1.611209, 0.800971, 5.672056], [-0.712901, -0.469221, -8.270095], [-0.652367, -0.393749, -7.126147], [-0.575109, -0.295394, -5.686654], [-0.856912, 0.903231, -5.046835], [-0.760241, 0.947622, -3.667873], [-0.403489, -0.099913, -2.922982], [-0.156810, -1.249740, -3.551861], [-0.223544, -1.400625, -4.924500], [-1.145509, 1.779570, -5.610240], [-0.985147, 1.859257, -3.135255], [0.093741, -2.099838, -2.928703], [-0.013004, -2.353914, -5.388646]],
  "atomic_forces_ev_per_a": [[-1.19, -0.19, -1.14], [-0.07, -0.19, -0.13], [-0.29, 0.59, -0.16], [0.21, 0.00, 0.02], [-0.07, -0.13, 0.22], [1.89, -0.99, 0.30], [-1.38, 1.16, 0.00], [0.95, 0.08, -0.05], [-0.48, 0.92, -0.01], [-0.49, -0.90, 0.11], [0.98, -0.09, -0.04], [-1.51, -1.26, 0.27], [2.10, 1.03, 0.25], [-0.20, -0.55, 0.03], [0.20, -0.06, 0.02], [-0.09, 0.11, -0.18], [-0.05, 0.18, 0.13], [-0.03, 0.02, -0.02], [-0.01, -0.03, 0.02], [0.06, 0.00, -0.03], [0.01, 0.05, 0.00], [0.00, -0.03, -0.02], [0.00, -0.02, -0.04], [-0.03, 0.02, 0.06], [0.05, 0.01, 0.00], [-0.03, -0.05, -0.01], [-0.02, 0.02, 0.01], [0.00, 0.01, -0.02], [0.00, -0.01, -0.02], [-0.03, -0.02, 0.00], [-0.03, 0.04, -0.02], [0.02, 0.03, 0.00], [0.00, -0.05, 0.01], [-0.04, 0.10, 0.01], [-0.02, -0.02, -0.02], [0.05, 0.00, -0.01], [0.02, -0.02, 0.05], [0.05, 0.02, 0.01], [-0.03, -0.01, 0.04], [0.03, -0.06, -0.05], [-0.21, 0.08, -0.23], [0.05, -0.08, 0.08], [-0.38, 0.30, 0.65], [-0.21, -0.18, -0.22], [0.04, 0.00, -0.02], [0.02, 0.10, 0.05], [0.07, 0.02, 0.15], [0.01, 0.04, 0.01], [0.05, -0.04, -0.01], [0.01, -0.03, 0.03], [-0.09, 0.02, -0.02], [-0.01, 0.03, 0.02], [-0.02, -0.01, 0.03], [-0.01, 0.02, 0.01], [0.01, 0.01, -0.02], [-0.05, -0.02, 0.01], [-0.01, -0.04, 0.02], [-0.02, -0.01, 0.02], [-0.05, -0.02, 0.00], [0.01, 0.03, 0.01], [-0.01, 0.00, 0.00], [-0.05, 0.02, -0.02], [0.01, -0.02, -0.01], [0.02, 0.06, 0.04], [-0.01, -0.01, 0.02], [-0.02, -0.01, -0.03], [-0.01, -0.02, 0.01], [-0.03, 0.02, 0.01], [0.00, -0.01, 0.02], [0.02, -0.01, -0.04], [-0.02, 0.02, 0.12], [0.04, 0.27, -0.16], [0.01, -0.01, 0.00], [0.11, -0.21, -0.03], [-0.01, 0.00, 0.06], [-0.02, 0.03, -0.04], [-0.01, 0.01, -0.01], [0.01, -0.01, -0.03], [-0.02, 0.02, 0.02], [0.05, 0.02, -0.01], [-0.07, 0.07, -0.05], [-0.01, 0.00, 0.00], [0.03, -0.01, 0.00], [0.02, 0.02, -0.03], [-0.01, -0.02, -0.06], [0.00, 0.00, 0.01], [-0.01, 0.01, 0.00], [0.00, 0.00, -0.01], [0.00, -0.01, -0.01], [0.02, -0.01, -0.01], [0.02, 0.00, 0.06], [-0.01, 0.01, 0.14], [-0.02, 0.00, -0.27], [-0.03, 0.02, -0.01], [0.01, -0.07, 0.02], [0.28, 0.04, -0.06], [-0.02, -0.01, 0.10], [0.00, -0.08, 0.03], [0.00, -0.01, 0.02], [0.03, -0.05, 0.03], [0.00, 0.00, 0.03], [-0.01, 0.01, 0.01]],
  "mulliken_charge": [0.124, -1.186, 0.246, -0.351, -0.721, 0.676, 1.028, -0.751, -1.037, -1.183, -0.526, 1.025, 0.305, 0.044, -0.678, -1.154, -1.036, 0.394, 0.275, 0.342, 0.775, -0.190, -0.267, 0.410, 0.359, -0.032, 0.228, 0.429, 0.431, 0.165, -0.096, 0.059, 0.662, 0.322, 0.445, 0.348, 0.184, 0.372, 0.501, -1.062, 0.452, -1.863, 1.098, 0.702, -1.594, -1.559, 1.320, -1.812, -1.115, 0.547, -0.130, 0.290, 0.592, 0.297, 0.360, 0.490, 0.159, 0.299, 0.235, 0.450, 0.250, 0.464, 0.322, -0.510, 0.254, 0.510, 0.426, 0.317, -0.367, 0.643, -0.985, 1.486, -1.050, 0.114, 0.083, -0.884, -0.475, -0.792, -0.681, 0.529, -0.143, 0.351, 0.545, 0.284, 0.120, 0.183, 0.445, 0.388, 0.415, 0.263, -0.431, -0.286, 0.418, -0.626, -0.127, 0.819, -0.584, -1.123, 0.595, -0.298, 0.469, 0.570]
}

---

Entry 2:
{
  "formula": "C35H58N4O15",
  "method": "ωB97M-V with the def2-TZVPD basis set",
  "energy_ev": -73901.0896,
  "e_above_lowest_kj_mol": 269.6,
  "smiles": "C[C@H]1COC(=O)O1.C[C@H]1COC(=O)O1.C[C@H]1COC(=O)O1.C[C@H]1COC(=O)O1.COC(=O)OC.CCCC#N.CCCC#N.CCCC#N.CCCC#N",
  "gap_ha": 0.3548,
  "charge": 0,
  "e_homo_ev": -9.9,
  "species": ["C", "C", "C", "O", "C", "O", "O", "H", "H", "H", "H", "H", "H", "C", "C", "C", "O", "C", "O", "O", "H", "H", "H", "H", "H", "H", "C", "C", "C", "O", "C", "O", "O", "H", "H", "H", "H", "H", "H", "C", "C", "C", "O", "C", "O", "O", "H", "H", "H", "H", "H", "H", "C", "O", "C", "O", "O", "C", "H", "H", "H", "H", "H", "H", "C", "C", "C", "C", "N", "H", "H", "H", "H", "H", "H", "H", "C", "C", "C", "C", "N", "H", "H", "H", "H", "H", "H", "H", "C", "C", "C", "C", "N", "H", "H", "H", "H", "H", "H", "H", "C", "C", "C", "C", "N", "H", "H", "H", "H", "H", "H", "H"],
  "coordinates": [[20.487378, 19.945396, -3.379577], [19.571286, 18.659094, -3.406825], [18.194495, 18.733332, -2.773283], [17.338525, 18.314777, -3.791926], [18.017932, 18.213841, -4.915752], [17.454746, 18.092726, -5.957913], [19.238338, 18.367279, -4.789122], [21.253059, 19.723380, -4.111407], [21.128735, 20.000283, -2.486360], [19.966989, 20.907402, -3.578154], [20.134798, 17.840419, -2.935128], [17.966207, 19.742263, -2.496911], [18.283265, 18.072880, -1.909154], [21.559967, 11.457577, -9.443990], [20.751890, 11.589298, -8.195131], [19.467897, 10.736391, -8.012724], [19.915419, 9.903994, -6.892318], [21.116453, 10.214683, -6.493381], [21.743990, 9.556477, -5.691683], [21.545796, 11.178185, -7.147221], [20.771901, 11.341427, -10.271130], [22.198457, 10.568026, -9.171845], [22.194285, 12.270363, -9.448489], [20.431579, 12.620469, -8.036124], [19.257489, 10.136660, -8.891332], [18.570703, 11.270013, -7.641909], [24.038186, 14.063400, -5.196925], [22.779421, 14.556331, -4.403483], [22.355793, 16.064303, -4.429112], [21.027507, 16.008387, -5.089979], [20.769050, 14.705411, -5.408267], [19.708437, 14.291772, -5.938247], [21.731669, 13.948412, -4.972846], [23.819775, 14.240834, -6.237669], [24.281510, 13.009731, -5.068227], [24.966752, 14.676109, -4.950607], [22.727048, 14.303123, -3.306450], [22.904922, 16.565338, -5.183035], [22.406219, 16.660604, -3.518282], [25.398343, 8.595214, -7.616630], [24.544820, 9.818482, -7.781036], [24.827974, 10.943074, -6.809373], [24.760309, 12.110320, -7.651999], [25.039870, 11.795485, -8.846135], [25.305416, 12.574585, -9.734008], [24.992595, 10.514491, -8.977328], [25.306277, 8.332739, -6.579117], [26.518126, 8.651253, -7.725239], [25.086341, 7.826367, -8.326761], [23.494049, 9.698513, -7.806145], [25.822889, 10.972847, -6.372287], [24.080672, 10.964293, -6.042677], [19.402729, 19.330143, -7.703203], [20.377602, 18.457453, -7.339359], [20.855929, 17.640492, -8.269624], [20.278778, 17.571572, -9.661707], [21.897489, 16.893195, -7.878882], [22.032300, 15.745928, -8.708138], [18.413156, 18.929779, -8.106415], [19.802199, 20.074028, -8.472753], [19.126860, 20.048762, -6.868146], [22.909808, 15.224601, -8.288101], [22.374662, 15.871631, -9.789862], [21.183673, 15.041358, -8.576461], [23.850885, 11.050018, -3.188836], [24.331121, 9.666865, -3.377280], [25.749079, 9.461897, -2.826489], [26.469501, 8.495992, -3.590609], [27.060388, 7.641739, -4.134318], [24.583529, 11.878052, -3.272705], [23.448146, 11.035059, -2.147935], [22.966588, 11.394907, -3.741189], [24.247685, 9.615368, -4.481767], [23.519180, 9.069817, -2.908817], [25.737575, 9.188663, -1.794454], [26.326451, 10.387094, -2.774963], [22.280481, 11.898169, 0.333977], [21.936941, 13.266224, 1.005656], [23.132106, 14.174908, 1.346450], [23.795560, 14.367227, 0.027222], [24.284190, 14.529217, -1.000235], [22.436111, 11.214567, 1.079334], [23.199997, 11.911529, -0.193204], [21.596796, 11.593881, -0.402364], [21.463797, 13.103410, 1.989748], [21.188268, 13.811919, 0.469698], [23.753217, 13.762072, 2.127403], [22.831805, 15.086252, 1.836846], [19.736343, 13.137349, -2.522680], [19.519585, 14.564496, -2.173782], [18.369905, 15.153620, -2.875356], [17.129529, 14.366147, -2.971942], [16.207449, 13.760837, -3.014699], [18.906664, 12.387487, -2.185128], [20.702404, 12.605299, -2.345209], [19.688591, 13.041819, -3.603718], [20.542048, 15.003381, -2.362212], [19.475876, 14.577352, -1.054564], [18.517131, 15.569825, -3.880040], [17.990095, 15.944791, -2.205398], [17.519228, 16.034624, -9.271981], [17.933407, 15.194005, -8.027017], [16.740857, 14.801834, -7.162910], [15.525861, 14.415966, -7.991974], [14.564941, 14.199173, -8.637768], [18.320090, 16.223341, -9.978385], [17.246254, 17.004423, -8.956356], [16.817254, 15.586557, -9.787516], [18.772125, 15.685370, -7.613615], [18.371104, 14.313438, -8.342930], [16.601596, 15.677657, -6.535601], [17.005976, 14.045076, -6.357001]],
  "atomic_forces_ev_per_a": [[-0.28, -1.10, 0.12], [1.44, 1.46, 0.02], [1.36, 0.07, 0.62], [-1.35, -0.43, 1.84], [-4.69, -0.09, -2.21], [-0.56, -0.76, -1.01], [5.88, 0.56, 1.61], [-0.03, 0.35, -0.74], [-0.83, 0.07, 0.23], [0.31, -0.79, 0.08], [-0.03, -0.03, -0.72], [-0.38, 0.53, 0.41], [-1.05, 0.06, 0.06], [-2.16, -2.93, 0.24], [-2.52, 1.48, -0.54], [0.85, -0.10, 1.23], [-2.80, -1.19, -0.77], [-0.51, -4.20, 2.28], [-0.05, 0.66, 0.11], [3.87, 4.30, -0.51], [1.96, 0.18, 0.61], [-0.71, 0.47, -1.49], [1.31, 1.85, -0.93], [0.34, 0.19, 0.17], [-0.16, -0.33, 0.11], [0.62, -0.10, -0.52], [0.72, 2.06, 1.19], [2.36, 1.26, 2.86], [-0.15, -0.59, -2.11], [0.08, -0.87, 0.80], [-3.81, 0.45, -0.82], [3.75, 1.40, 1.68], [-2.43, -3.18, -1.72], [-0.02, -0.01, -0.45], [-0.37, 0.21, 0.23], [-1.18, -0.77, -0.13], [0.83, -0.32, -0.96], [1.04, 0.77, -0.51], [-0.57, -0.50, 0.14], [0.63, -0.50, -0.10], [3.02, 1.69, -0.44], [0.17, 0.30, 0.22], [-1.12, 1.78, 4.45], [0.82, 1.35, -3.57], [-0.27, -0.38, 0.54], [-0.30, -3.33, -1.90], [-0.42, -0.96, 0.47], [-1.16, 0.92, -0.25], [-0.14, -0.19, 0.48], [-0.97, -0.76, -0.29], [0.18, -0.47, 0.07], [-0.46, 0.43, 0.38], [-2.99, 4.46, -1.95], [2.40, -2.80, -0.25], [-3.31, 0.14, -7.16], [3.68, 0.41, 8.76], [-2.03, 1.35, -0.74], [1.94, -2.20, -0.86], [1.75, -0.05, 0.62], [-0.39, -1.24, 0.57], [0.58, -1.48, -0.45], [-0.30, 0.15, 0.15], [-1.21, 0.56, 1.43], [0.22, 0.81, -0.42], [-1.15, 2.42, 2.56], [-0.86, 0.21, -1.67], [-0.74, 0.87, -0.12], [2.21, -3.17, -1.37], [-1.46, 2.19, 1.06], [-0.08, -0.65, 0.13], [0.49, 0.83, -0.36], [0.22, -0.69, -0.45], [0.56, -1.29, 0.55], [1.05, -0.42, -0.56], [-0.19, -0.65, 0.77], [-0.13, 0.21, -0.53], [0.26, 2.81, 0.07], [-0.22, -0.86, 1.42], [-0.21, -0.62, -1.40], [0.55, 0.75, 1.18], [-0.22, -0.11, -0.04], [-0.06, -2.09, 1.77], [1.12, 0.52, -0.53], [-1.37, -0.48, -0.53], [-0.05, -0.35, -0.39], [-0.21, 0.43, -0.69], [0.67, -0.68, -0.35], [-0.36, 0.71, -0.53], [-0.93, -3.83, -1.03], [3.14, -1.33, 2.07], [-2.29, 1.93, 0.24], [5.87, 2.64, 0.30], [-5.39, -3.38, -0.29], [1.30, 1.55, -0.24], [-0.46, 0.97, 0.62], [-0.20, -0.01, -0.41], [-1.29, 0.51, -0.22], [-0.57, 0.56, -0.79], [0.49, -0.12, 0.26], [0.33, 0.42, -0.59], [3.87, 0.88, 2.51], [-1.10, 0.80, -2.26], [0.27, -0.11, 1.13], [-1.50, 0.06, -0.46], [2.88, 0.46, 1.85], [0.55, -0.25, 0.23], [-0.77, 1.10, 0.40], [-3.96, -2.11, -2.45], [0.20, 0.78, 1.51], [0.91, -2.16, -1.11], [-1.16, 0.31, -0.14], [-0.42, 0.34, -1.41]],
  "mulliken_charge": [-1.599, 1.096, -0.599, -0.358, 0.380, -0.558, 0.353, 0.352, 0.417, 0.375, -0.354, 0.361, 0.331, -1.126, 1.637, -0.418, -0.456, 0.550, -0.621, -0.077, 0.436, 0.162, 0.349, -1.067, 0.344, 0.291, -0.568, 1.153, -1.066, 0.159, -0.660, -0.430, 0.534, -0.031, -0.516, 0.402, -0.216, 0.586, 0.258, -1.657, 1.110, 0.508, -0.247, 0.610, -0.661, -0.394, 0.385, 0.315, 0.386, -0.216, 0.708, -0.792, -0.631, -0.051, 0.615, -0.616, -0.239, -0.449, 0.111, 0.352, 0.181, 0.143, 0.409, 0.119, -0.445, 0.457, -0.672, 0.184, -0.482, 0.452, -0.186, -0.263, -0.287, 0.468, 0.470, 0.351, -1.176, 0.040, -0.647, 0.356, -0.445, 0.479, 0.308, 0.340, 0.390, -0.227, 0.305, 0.375, -0.717, 0.043, 1.579, -0.415, -0.513, 0.385, -0.130, 0.020, -0.129, 0.475, -0.565, -0.017, -1.991, 0.966, 0.383, 0.086, -0.531, 0.337, 0.288, 0.831, -0.526, -0.016, 0.011, 0.193]
}